The molecule C7H12BN in a non-equilibrium geometry. Source: OMol25; level of theory: wB97M-V/def2-TZVPD.

ORCA input file:
```
! RIJCOSX wB97M-V def2-TZVPD def2/J DEFGRID3
* xyz 0 1
H 1.012 -0.762 2.095
C -3.477 0.213 -0.555
H -2.177 -1.450 -0.312
C 0.868 -0.290 -1.917
N 1.606 -1.224 0.118
H 2.606 -1.660 1.911
H 1.170 -1.261 -2.326
H -4.117 -0.461 -1.122
C -2.309 -0.355 -0.260
H 1.543 0.488 -2.421
C -1.216 0.395 0.250
C 1.030 1.964 0.997
C 0.851 -0.412 -0.454
H 1.828 2.190 0.285
C 1.592 -1.566 1.465
H -3.780 1.251 -0.492
H 1.139 -2.502 1.497
B 0.095 0.793 0.364
H 0.490 2.923 1.184
H 1.413 1.801 1.965
H -0.168 -0.076 -2.273
*
```

Summary:
- energy above the lowest of the compared OMol25 structures with the same formula, charge and spin (kcal/mol) = 111.44
- maximum force (eV/A) = 3.92
- DFT total energy (hartree) = -353.363931

natural (NBO) atomic charge list, values in e, 6 entries: 0.176, -0.383, 0.251, -0.672, -0.389, 0.207